{"formula": "C29H44IrNOSi2", "method": "ωB97M-V/def2-TZVPD", "species": ["C", "C", "C", "H", "C", "C", "H", "C", "C", "C", "H", "C", "C", "H", "H", "H", "H", "H", "H", "Ir", "C", "C", "C", "H", "H", "H", "H", "H", "H", "C", "C", "H", "H", "O", "N", "C", "H", "C", "C", "H", "C", "H", "C", "H", "C", "H", "C", "H", "H", "H", "C", "Si", "C", "C", "C", "Si", "C", "C", "C", "H", "H", "H", "H", "H", "H", "H", "H", "H", "H", "H", "H", "H", "H", "H", "H", "H", "H", "H"], "coordinates": [[2.159230, 0.239549, 0.994010], [2.006045, -0.662396, -0.102442], [1.730216, 0.111119, -1.274853], [2.107729, -1.737698, -0.025801], [1.555881, 1.492182, -0.875289], [1.901200, 1.576359, 0.516267], [1.303498, 2.329211, -1.511772], [-1.014938, -1.950286, 1.113040], [-0.355928, -3.063057, 0.557597], [-0.450679, -2.997269, -0.885635], [0.005168, -3.915058, 1.115017], [-1.152372, -1.883427, -1.272130], [-1.395321, -1.031548, -0.010307], [1.788447, -0.239852, -2.294636], [1.965990, 2.480518, 1.090004], [2.441884, -0.053061, 1.989586], [-2.273584, -0.421578, 0.166007], [-0.027978, -3.787792, -1.539945], [-1.413016, -1.876921, 2.105014], [0.048697, 0.318638, 0.287651], [-1.637092, -1.550477, -2.671497], [-3.128470, -1.218745, -2.824451], [-1.228300, -2.679401, -3.644597], [-3.807056, -2.075405, -2.627251], [-3.283958, -0.890209, -3.861712], [-3.415429, -0.441906, -2.110343], [-1.742589, -3.640331, -3.479120], [-0.141653, -2.869456, -3.614616], [-1.442148, -2.373390, -4.684297], [-0.803605, -0.303761, -3.006853], [-1.421669, 1.010107, -2.606024], [-0.480927, -0.356354, -4.044545], [0.095699, -0.330715, -2.406819], [-1.712194, 1.202063, -1.373342], [-1.665216, 1.955226, -3.589861], [-0.572672, 2.739730, -4.200020], [-2.538268, 2.490816, -3.428553], [0.695605, 1.999606, -4.579532], [1.918792, 2.601930, -4.274224], [1.914834, 3.592957, -3.814484], [3.138291, 1.949940, -4.502683], [4.082106, 2.417039, -4.190279], [3.129259, 0.686197, -5.115770], [4.069424, 0.172305, -5.309160], [1.923812, 0.118478, -5.545228], [1.907255, -0.879477, -6.017108], [0.724854, 0.837696, -5.374328], [-0.211945, 0.436226, -5.784220], [-0.287988, 3.555653, -3.515640], [-0.935972, 3.258092, -5.089251], [-0.076718, 4.226474, 2.283916], [-1.340265, 2.972614, 1.646255], [-2.963129, 3.258071, 2.556862], [-1.681427, 3.670012, -0.069764], [-0.850907, 1.111162, 1.832570], [0.069506, 0.829586, 3.553032], [-1.114154, 1.291337, 4.955702], [0.608826, -0.946127, 3.842188], [1.633634, 1.852776, 3.764069], [-0.408069, 5.204984, 1.899539], [0.929120, 4.061088, 1.876042], [-0.013617, 4.321364, 3.376980], [-3.223617, 4.321835, 2.453822], [-3.780039, 2.700205, 2.078732], [-2.960329, 3.034050, 3.629620], [-0.743538, 3.680382, -0.643046], [-2.425938, 3.047876, -0.585426], [-2.062205, 4.701795, 0.041376], [-1.833910, 0.613758, 2.042017], [-2.081254, 0.775523, 4.890685], [-0.676461, 0.982386, 5.916125], [-1.314109, 2.365985, 5.053708], [1.051623, -1.393059, 2.943516], [1.366257, -0.966214, 4.641334], [-0.232172, -1.574027, 4.167318], [2.343827, 1.728618, 2.940917], [1.446240, 2.923293, 3.889424], [2.144170, 1.495688, 4.668616]], "atomic_forces_ev_per_a": [[0.9376, 0.5961, -0.7827], [1.3760, 0.1812, -0.2259], [0.4860, 0.2610, 0.4397], [0.0932, 0.1623, -0.2126], [1.3668, -0.4873, 0.3048], [1.0752, -0.5503, -0.4187], [0.1001, -0.1252, 0.0165], [-1.5186, 1.8894, -1.2084], [0.4390, -1.5597, -3.4920], [1.7307, -2.7017, 2.7958], [0.2183, 0.0121, -0.0859], [-2.3293, 1.5349, 0.7008], [-0.6736, -2.6328, 1.0762], [-0.0774, -0.0492, 0.1663], [-0.1373, 0.0502, 0.0521], [-0.0570, 0.0374, -0.0047], [-0.5306, -0.3809, -0.4718], [-0.4206, 0.7217, 0.5255], [0.0537, 0.1049, 0.2840], [-0.3903, 1.4699, -0.8919], [0.3697, -0.6504, 0.8569], [-0.2911, -0.6004, 0.3200], [0.1813, 0.1327, -0.5380], [0.5856, 0.2767, -0.1659], [-0.1516, 0.0869, 0.2806], [-0.0113, 0.0093, -0.2613], [0.0869, 0.4602, 0.1971], [-0.3596, 0.0939, 0.1238], [-0.0726, -0.0450, 0.3431], [0.4636, 0.7630, -0.6305], [-0.3045, 0.0658, 2.8701], [-0.4799, 0.2650, 0.2551], [-0.1711, -0.3157, -0.3403], [0.2691, -0.5012, -4.2735], [-0.9722, 0.3180, -0.4372], [0.0365, 0.3595, 0.0120], [1.2268, -0.1734, 0.1853], [0.3663, -0.0101, -0.9062], [0.3428, -0.3104, 0.4851], [0.0378, -0.3261, 0.0700], [-0.3091, -0.2279, -0.3262], [-0.4931, -0.2303, -0.2429], [-0.0689, 0.2973, 0.1179], [-0.2072, 0.0269, 0.1878], [-0.3131, 0.4703, -0.1776], [0.0421, 0.7567, 0.1290], [0.1817, -0.3727, 0.4169], [0.4466, 0.1808, 0.2408], [0.0289, -0.2629, -0.0065], [-0.3713, -0.2252, -0.0538], [0.0419, 0.2883, 0.1061], [-0.0074, -0.0625, 0.2515], [-0.2448, 0.2185, 0.0996], [-0.2153, -0.1701, 0.0095], [-1.6241, 0.6309, 2.8167], [-0.5930, 0.5550, -0.7471], [0.0183, -0.0663, 0.3638], [-0.0016, -0.2851, 0.0812], [0.2752, 0.1304, 0.1295], [0.0509, -0.2290, 0.1075], [-0.2083, 0.0560, 0.1969], [0.0203, -0.1124, -0.2946], [0.0636, -0.1367, 0.0191], [0.1783, -0.0144, 0.1361], [0.0387, -0.0884, -0.2478], [-0.3088, 0.0385, -0.0933], [0.3501, 0.4683, 0.0748], [0.2241, -0.3605, 0.0144], [0.2407, 0.3627, -0.0953], [0.1576, 0.0942, -0.1462], [0.0285, 0.0019, -0.1528], [0.0805, -0.1776, -0.2025], [-0.1844, 0.0052, 0.2378], [-0.2096, 0.0215, -0.1350], [0.1983, 0.0665, -0.1152], [-0.1453, 0.1121, 0.3334], [0.0473, -0.2574, 0.0081], [-0.1026, 0.0654, -0.0545]], "lowdin_charge": [-0.23, -0.20, -0.19, 0.11, -0.18, -0.21, 0.09, -0.13, -0.09, -0.08, 0.09, -0.17, -0.35, 0.10, 0.08, 0.08, 0.08, 0.11, 0.08, 1.39, -0.46, -0.02, -0.05, 0.10, 0.09, 0.08, 0.09, 0.09, 0.09, -0.10, -0.38, 0.08, 0.06, -0.07, 0.07, -0.13, 0.15, -0.22, -0.06, 0.11, -0.07, 0.11, -0.09, 0.10, -0.08, 0.11, -0.06, 0.12, 0.11, 0.13, -0.19, 0.44, -0.18, -0.20, -0.54, 0.46, -0.19, -0.20, -0.18, 0.03, 0.02, 0.03, 0.03, 0.04, 0.01, 0.02, 0.02, 0.04, 0.01, 0.04, 0.03, 0.02, 0.01, 0.04, 0.03, 0.01, 0.01, 0.04], "e_lumo_ev": [0.392, -1.134], "multiplicity": 5, "homo_lumo_gap_ev": [4.481, 6.593], "largest_force_ev_per_a": 4.31}